(1)
2 unconnected molecules or ions with the total composition C15H35BBrNOP, computed with ωB97M-V/def2-TZVPD.

Structure (XYZ):
```
55
Properties=species:S:1:pos:R:3
C 2.294 2.128 -6.371
P 1.252 1.239 -5.160
C 0.642 2.407 -3.880
B 2.106 -0.236 -4.397
Br 2.606 -1.756 -5.519
C 2.426 -0.371 -2.860
C 3.782 0.227 -2.522
O 4.308 -0.523 -1.424
H 3.023 2.793 -5.921
H 2.824 1.423 -6.998
H 1.653 2.705 -7.026
H 0.394 1.890 -2.962
H -0.287 2.823 -4.251
H 1.309 3.234 -3.651
H 1.654 0.099 -2.253
H 2.482 -1.415 -2.564
H 4.445 0.142 -3.382
H 3.685 1.262 -2.211
H 5.069 -0.042 -1.057
C -2.708 0.321 5.023
C -1.616 -0.659 4.597
C -0.579 -0.067 3.635
C -1.031 0.470 2.281
N -1.323 -0.468 1.124
C -2.342 -1.535 1.416
C -3.664 -0.800 1.458
C -3.547 0.200 0.302
C -2.040 0.384 0.071
C -0.097 -1.035 0.447
C 0.849 -1.871 1.306
C 2.094 -1.097 1.752
H -3.234 0.762 4.175
H -3.450 -0.185 5.638
H -2.288 1.135 5.615
H -2.066 -1.572 4.207
H -1.077 -0.973 5.492
H 0.245 -0.769 3.532
H -0.139 0.795 4.146
H -0.256 1.128 1.887
H -1.923 1.081 2.416
H -2.315 -2.230 0.576
H -2.079 -2.075 2.316
H -3.790 -0.280 2.406
H -4.512 -1.471 1.348
H -4.042 1.143 0.527
H -4.009 -0.193 -0.602
H -1.694 1.409 0.166
H -1.751 0.000 -0.903
H 0.427 -0.191 -0.003
H -0.485 -1.655 -0.360
H 1.192 -2.705 0.694
H 0.327 -2.325 2.148
H 2.769 -0.953 0.907
H 2.635 -1.643 2.523
H 1.853 -0.108 2.147
```

Output
HOMO	-10.19	eV
E	-3662.52856	Ha
Kohn-Sham gap	7.867	eV
charge	+1

Atom charges from the Mulliken analysis, given in e for atoms 1 to 4:
1. C -0.965
2. P 0.043
3. C -0.742
4. B 0.272

(2)
A molecular structure, C15H35CaN5O5PS2 at a distorted geometry, computed with ωB97M-V/def2-TZVPD.

Structure (XYZ):
```
64
Properties=species:S:1:pos:R:3
Ca -0.112 -0.039 0.423
C 1.782 1.601 -1.576
C 2.822 0.644 -0.969
N 2.160 -0.406 -0.170
C 2.898 -0.887 1.005
C 3.047 0.197 2.085
S 1.566 1.234 2.368
C 1.949 2.763 1.432
C 0.985 3.080 0.283
N 0.719 1.943 -0.610
H 1.304 1.109 -2.421
H 2.291 2.495 -1.949
H 3.502 1.190 -0.319
H 3.431 0.223 -1.770
H 1.918 -1.195 -0.765
H 3.900 -1.247 0.754
H 2.336 -1.725 1.416
H 3.874 0.875 1.880
H 3.264 -0.282 3.039
H 2.979 2.691 1.088
H 1.910 3.582 2.147
H 1.397 3.931 -0.267
H 0.028 3.397 0.697
H -0.122 2.148 -1.144
N -2.149 0.573 0.132
C -3.099 1.222 0.408
N -4.106 1.842 0.823
C -4.838 2.772 0.226
N -5.498 3.600 -0.242
C 0.506 -4.633 2.472
C -0.922 -4.401 1.999
S -0.931 -3.326 0.570
O -0.174 -2.065 1.021
C -2.692 -2.935 0.546
C -3.421 -3.856 -0.429
H 0.512 -5.373 3.272
H 0.938 -3.710 2.856
H 1.142 -5.005 1.666
H -1.540 -3.928 2.761
H -1.394 -5.329 1.666
H -2.743 -1.888 0.238
H -3.073 -3.031 1.563
H -3.049 -3.728 -1.446
H -4.484 -3.617 -0.428
H -3.318 -4.908 -0.155
C -1.130 -1.214 -5.117
O -1.821 -1.608 -3.918
P -1.531 -0.990 -2.467
O -1.165 0.562 -2.807
C -2.274 1.435 -3.125
O 0.085 -1.352 -2.210
C 0.576 -2.651 -2.593
H -1.609 -1.730 -5.941
H -0.079 -1.499 -5.068
H -1.200 -0.138 -5.266
H -1.850 2.328 -3.573
H -2.829 1.698 -2.227
H -2.950 0.966 -3.841
H 1.483 -2.509 -3.177
H -0.151 -3.193 -3.195
H 0.803 -3.239 -1.706
O -1.380 0.288 2.953
H -2.318 0.064 2.962
H -1.345 1.195 3.277
```

Output
HOMO	-10.92	eV
E	-3057.79424	Ha
Kohn-Sham gap	8.828	eV
energy relative to the best compared isomer or geometry (same formula, charge and spin)	12.2	kcal per mole
charge	+1

Atom charges from the Mulliken analysis, given in e for atoms 1 to 4:
1. Ca 2.011
2. C -0.543
3. C -0.872
4. N 0.221

(3)
6 unconnected molecules or ions with the total composition C15H35ClN5O5 at a distorted geometry, computed with ωB97M-V/def2-TZVPD.

Structure (XYZ):
```
61
Properties=species:S:1:pos:R:3
Cl 1.431 0.783 0.311
C -2.112 0.243 2.292
O -3.222 -0.236 2.042
N -1.964 1.140 3.300
C -0.660 1.781 3.493
C -2.935 1.533 4.311
H -1.166 0.038 1.766
H -0.782 2.849 3.669
H -0.036 1.640 2.610
H -0.149 1.381 4.370
H -2.601 1.328 5.328
H -3.220 2.585 4.350
H -3.916 1.111 4.094
C 2.677 -2.739 0.233
O 3.781 -2.199 0.387
N 2.500 -4.030 0.124
C 1.137 -4.619 -0.122
C 3.574 -5.036 0.133
H 1.771 -2.119 0.145
H 0.291 -3.932 -0.104
H 0.895 -5.334 0.664
H 1.137 -5.170 -1.062
H 4.588 -4.744 0.405
H 3.367 -5.713 0.962
H 3.512 -5.620 -0.785
C 1.800 3.992 1.996
O 2.753 4.145 2.739
N 0.598 4.640 2.125
C -0.478 4.429 1.125
C 0.344 5.611 3.087
H 1.729 3.374 1.087
H -1.520 4.336 1.432
H -0.340 3.502 0.568
H -0.457 5.351 0.544
H -0.681 5.968 2.986
H 0.388 5.210 4.100
H 1.075 6.408 2.960
C -1.891 -1.471 -1.238
O -2.182 -2.668 -1.510
N -2.492 -0.428 -1.804
C -1.987 0.900 -1.443
C -3.489 -0.453 -2.851
H -1.130 -1.129 -0.518
H -1.227 0.911 -0.663
H -2.874 1.453 -1.135
H -1.491 1.382 -2.286
H -3.003 -0.503 -3.826
H -4.207 -1.271 -2.808
H -4.036 0.484 -2.961
C 0.325 -2.667 -4.227
O 0.526 -3.870 -4.396
N 1.233 -1.801 -3.781
C 0.983 -0.339 -3.499
C 2.644 -2.060 -3.548
H -0.603 -2.112 -4.436
H 1.412 0.307 -4.264
H 1.355 -0.007 -2.530
H -0.056 -0.024 -3.590
H 2.814 -3.128 -3.684
H 3.354 -1.506 -4.162
H 2.917 -1.887 -2.507
```

Output
HOMO	-5.29	eV
E	-1702.77240	Ha
Kohn-Sham gap	7.896	eV
energy relative to the best compared isomer or geometry (same formula, charge and spin)	128.2	kcal per mole
charge	-1

Atom charges from the Mulliken analysis, given in e for atoms 1 to 4:
1. Cl -0.792
2. C 0.413
3. O -0.691
4. N 0.179

(4)
A molecular structure, C15H35CoF3N2O5 at a distorted geometry, computed with ωB97M-V/def2-TZVPD.

Structure (XYZ):
```
61
Properties=species:S:1:pos:R:3
Co -7.388 6.657 19.984
C -5.679 8.044 17.372
O -4.315 8.176 17.760
O -6.390 7.759 18.477
C -6.150 9.215 16.505
F -5.700 10.422 16.938
F -5.678 9.070 15.234
F -7.498 9.254 16.448
C -3.316 8.191 16.750
C -1.994 8.350 17.488
H -2.100 9.163 18.210
H -1.747 7.473 18.095
H -1.079 8.555 16.932
H -3.464 9.093 16.153
H -3.328 7.283 16.142
H -5.740 7.149 16.715
C -9.418 3.479 22.290
C -8.502 4.690 22.515
C -7.181 4.393 23.247
O -8.315 5.384 21.354
H -9.138 2.872 21.424
H -10.451 3.784 22.106
H -9.450 2.826 23.168
H -9.053 5.231 23.309
H -6.767 5.374 23.503
H -6.507 3.728 22.705
H -7.256 4.006 24.274
C -7.076 3.020 17.525
C -7.095 4.007 18.694
C -5.658 4.495 18.921
O -5.650 5.501 19.916
C -4.365 5.894 20.344
N -7.999 5.148 18.436
H -8.089 3.003 17.095
H -7.078 1.958 17.794
H -6.370 3.203 16.717
H -7.459 3.533 19.603
H -5.231 4.829 17.968
H -5.060 3.675 19.331
H -3.757 5.094 20.775
H -4.441 6.690 21.081
H -3.859 6.349 19.487
H -7.855 5.509 17.488
H -8.925 4.744 18.290
C -10.564 9.724 20.073
C -9.152 9.093 20.035
C -8.543 9.007 21.426
O -7.364 8.229 21.304
C -6.725 8.094 22.571
N -9.248 7.747 19.451
H -11.088 9.599 19.128
H -10.534 10.804 20.270
H -11.184 9.406 20.917
H -8.605 9.698 19.315
H -9.274 8.491 22.059
H -8.396 10.000 21.852
H -7.400 7.673 23.314
H -6.477 9.092 22.961
H -5.755 7.631 22.439
H -10.004 7.158 19.800
H -9.511 7.853 18.475
```

Output
HOMO (alpha / beta)	-7.67 / -7.62	eV
E	-2760.55697	Ha
Kohn-Sham gap (alpha / beta)	8.132 / 8.081	eV
energy relative to the best compared isomer or geometry (same formula, charge and spin)	0.0	kcal per mole
<S²>	3.7556
spin multiplicity	4

Atom charges from the Mulliken analysis, given in e for atoms 1 to 4:
1. Co 1.335
2. C -0.413
3. O -0.195
4. O -0.522